Record 1
Entry from OMol25: C2H4OS2 as an isolated structure (ωB97M-V/def2-TZVPD).

Computed properties:
Orbital gap = 8.34 eV
HOMO level = -8.686 eV
ΔE to the lowest compared entry with this formula, charge and spin = 2.928 eV
Max |F| = 0.1100 hartree/bohr
LUMO energy = -0.3 eV

```
! wB97M-V def2-TZVPD RIJCOSX def2/J DEFGRID3
* xyz 0 1
C 0.74855 0.08151 0.57262
C -0.74620 0.07505 -0.01205
H 1.07209 -2.34450 -0.48806
H 0.53745 0.00308 1.67029
H 1.04670 1.15666 0.27309
H -0.05036 -0.45194 -1.71476
O -1.14490 -0.43885 -1.16011
S 2.00111 -0.97404 -0.49221
S -1.59241 1.23705 0.87827
*
```

These are the natural (NBO) partial charges, in e, on atoms 1 to 4: atom 1 (C): -0.5960, atom 2 (C): 0.2547, atom 3 (H): 0.1780, atom 4 (H): 0.2785

Record 2
Entry from OMol25: C2H4OS2 as an isolated structure (ωB97M-V/def2-TZVPD).

Computed properties:
Orbital gap = 8.40 eV
HOMO level = -8.567 eV
ΔE to the lowest compared entry with this formula, charge and spin = 2.185 eV
Max |F| = 0.1104 hartree/bohr
LUMO energy = -0.2 eV

```
! wB97M-V def2-TZVPD RIJCOSX def2/J DEFGRID3
* xyz 0 1
C -0.26697 -0.80373 0.01405
C 0.84087 0.16141 -0.05282
H -2.11983 -0.36599 -0.87648
H -0.31918 -1.11904 1.23496
H -0.23221 -1.69710 -0.64568
H 1.20819 2.50320 0.29595
O -1.57116 -0.25231 0.07736
S 0.04918 1.61303 -0.02461
S 2.41114 -0.03947 -0.02273
*
```

These are the natural (NBO) partial charges, in e, on atoms 1 to 4: atom 1 (C): -0.1440, atom 2 (C): -0.4098, atom 3 (H): 0.4800, atom 4 (H): 0.2297

Record 3
Entry from OMol25: a 2-piece molecular cluster, C2H4OS2 overall (ωB97M-V/def2-TZVPD).

Computed properties:
Orbital gap = 9.75 eV
HOMO level = -9.134 eV
ΔE to the lowest compared entry with this formula, charge and spin = 0.032 eV
Max |F| = 0.0112 hartree/bohr
LUMO energy = 0.6 eV

```
! wB97M-V def2-TZVPD RIJCOSX def2/J DEFGRID3
* xyz 0 1
C 1.29594 0.20064 -2.56344
C 0.29044 -0.04141 1.35439
O 2.29425 0.68966 -2.74918
S -2.46623 -0.25816 0.07902
S -0.79931 0.91290 0.24149
H -2.15248 -0.89051 -1.05359
H 0.53079 -1.00294 0.91291
H -0.18498 -0.16417 2.32209
H 1.19158 0.55399 1.45631
*
```

These are the natural (NBO) partial charges, in e, on atoms 1 to 4: atom 1 (C): 0.5018, atom 2 (C): -0.7361, atom 3 (O): -0.5046, atom 4 (S): -0.1311

Record 4
Entry from OMol25: one molecule with the formula C2H4OSi (ωB97M-V/def2-TZVPD).

Computed properties:
Orbital gap (alpha / beta) = 8.90 / 6.37 eV
HOMO level (alpha / beta) = -8.631 / -6.957 eV
ΔE to the lowest compared entry with this formula, charge and spin = 2.319 eV
Max |F| = 0.1037 hartree/bohr
LUMO energy (alpha / beta) = 0.3 / -0.6 eV

```
! wB97M-V def2-TZVPD RIJCOSX def2/J DEFGRID3
* xyz 0 1
C 1.07873 -1.24405 1.50018
C -0.86923 -0.44411 -0.32782
O 0.47179 -2.17673 1.77798
Si 0.71539 0.25099 0.34260
H -1.98599 -0.09995 -0.31348
H 1.85080 0.23991 -0.68757
H -0.81130 -1.34489 -0.75436
H 0.69261 1.28532 1.27081
*
```

These are the natural (NBO) partial charges, in e, on atoms 1 to 4: atom 1 (C): 0.2429, atom 2 (C): -0.8292, atom 3 (O): -0.4391, atom 4 (Si): 0.9131

Record 5
Entry from OMol25: one molecule with the formula C2H4P2S2 (ωB97M-V/def2-TZVPD).

Computed properties:
Orbital gap = 7.82 eV
HOMO level = -8.545 eV
ΔE to the lowest compared entry with this formula, charge and spin = 3.036 eV
Max |F| = 0.0796 hartree/bohr
LUMO energy = -0.7 eV

```
! wB97M-V def2-TZVPD RIJCOSX def2/J DEFGRID3
* xyz 0 1
P -2.40691 -0.64944 0.02633
C -0.58900 -0.04946 -0.40914
P 0.72672 -1.32583 -0.09441
C 2.07198 -0.22003 -0.10270
S 3.76928 -0.18735 0.34062
S 2.47153 1.44599 -0.14244
H -2.27032 -0.72285 1.54739
H -2.87303 0.70158 0.32904
H -0.36563 0.15270 -1.54720
H -0.53460 0.85470 0.05252
*
```

These are the natural (NBO) partial charges, in e, on atoms 1 to 4: atom 1 (P): 0.2619, atom 2 (C): -0.9853, atom 3 (P): 0.6494, atom 4 (C): -0.7718

Record 6
Entry from OMol25: one molecule with the formula C2H4S2 (ωB97M-V/def2-TZVPD).

Computed properties:
Orbital gap = 9.47 eV
HOMO level = -8.740 eV
ΔE to the lowest compared entry with this formula, charge and spin = 1.290 eV
Max |F| = 0.0925 hartree/bohr
LUMO energy = 0.7 eV

```
! wB97M-V def2-TZVPD RIJCOSX def2/J DEFGRID3
* xyz 0 1
S 1.57631 0.95330 0.15924
C 0.08202 0.19755 -0.27341
C -0.78852 -0.39636 0.72165
S -1.45052 1.25943 0.00848
H 2.42165 0.62442 -0.81944
H -0.01512 -0.20244 -1.46362
H -1.43205 -1.17945 0.47099
H -0.56810 -0.37212 1.87906
*
```

These are the natural (NBO) partial charges, in e, on atoms 1 to 4: atom 1 (S): 0.0487, atom 2 (C): -0.4935, atom 3 (C): -0.4492, atom 4 (S): 0.0152

Record 7
Entry from OMol25: one molecule with the formula C2H4S2 (ωB97M-V/def2-TZVPD).

Computed properties:
Orbital gap (alpha / beta) = 9.92 / 6.85 eV
HOMO level (alpha / beta) = -9.594 / -9.254 eV
ΔE to the lowest compared entry with this formula, charge and spin = 0.935 eV
Max |F| = 0.0516 hartree/bohr
LUMO energy (alpha / beta) = 0.3 / -2.4 eV
<S²> = 2.01

```
! wB97M-V def2-TZVPD RIJCOSX def2/J DEFGRID3
* xyz 0 3
C -0.45953 0.22736 -0.53069
C 0.52601 -0.31664 0.50474
S 0.19272 0.05441 -2.23313
S -2.39085 0.33866 0.20737
H -0.34768 1.25291 -0.44754
H 1.17353 -1.05487 0.08152
H 0.12450 -0.88390 1.34855
H 1.18130 0.38208 1.06919
*
```

These are the natural (NBO) partial charges, in e, on atoms 1 to 4: atom 1 (C): -0.4859, atom 2 (C): -0.6683, atom 3 (S): 0.1672, atom 4 (S): 0.0668

Record 8
Entry from OMol25: a 2-piece molecular cluster, C2H4S4 overall (ωB97M-V/def2-TZVPD).

Computed properties:
Orbital gap = 8.42 eV
HOMO level = -8.584 eV
ΔE to the lowest compared entry with this formula, charge and spin = 3.085 eV
Max |F| = 0.0987 hartree/bohr
LUMO energy = -0.2 eV

```
! wB97M-V def2-TZVPD RIJCOSX def2/J DEFGRID3
* xyz 0 1
C -1.69170 0.19401 0.26534
C 1.80515 -0.25609 -0.39063
S -3.37680 -0.11559 0.36737
S -1.93716 -1.39443 -0.33045
S -0.86648 1.42609 -0.68162
S 0.91522 1.27385 0.28719
H -0.56327 0.23760 1.72207
H 1.08272 -0.82934 -0.86388
H 2.09384 -0.72012 0.49335
H 2.53847 0.18402 -0.86873
*
```

These are the natural (NBO) partial charges, in e, on atoms 1 to 4: atom 1 (C): -0.7291, atom 2 (C): -0.6573, atom 3 (S): 0.1870, atom 4 (S): 0.1305

Record 9
Entry from OMol25: a 2-piece molecular cluster, C2H4Si overall (ωB97M-V/def2-TZVPD).

Computed properties:
Orbital gap (alpha / beta) = 7.06 / 6.20 eV
HOMO level (alpha / beta) = -9.279 / -8.826 eV
ΔE to the lowest compared entry with this formula, charge and spin = 4.853 eV
Max |F| = 0.0368 hartree/bohr
LUMO energy (alpha / beta) = -2.2 / -2.6 eV

```
! wB97M-V def2-TZVPD RIJCOSX def2/J DEFGRID3
* xyz 0 1
C -0.66022 2.23566 -0.47744
C -0.34832 1.14768 -0.93685
Si 0.68087 -1.50952 0.22983
H -1.24042 3.10756 -0.23045
H 1.65197 -2.59048 0.55613
H -0.46966 -1.66036 -0.54142
H 0.38578 -0.73054 1.40020
*
```

These are the natural (NBO) partial charges, in e, on atoms 1 to 4: atom 1 (C): -0.4717, atom 2 (C): -0.2620, atom 3 (Si): 0.9536, atom 4 (H): 0.2250

Record 10
Entry from OMol25: a 27-piece molecular cluster, C2H59BN2O31P overall (ωB97M-V/def2-TZVPD).

Computed properties:
Orbital gap = 3.87 eV
HOMO level = -2.532 eV
Max |F| = 0.0825 hartree/bohr
LUMO energy = 1.3 eV

```
! wB97M-V def2-TZVPD RIJCOSX def2/J DEFGRID3
* xyz -1 1
N 4.62442 -1.85031 0.78022
P 3.60457 -0.58024 -0.00622
O 3.23342 -1.26834 -1.59794
B 1.95111 -0.39095 0.94343
O 1.29628 0.92758 1.04871
C 0.92859 1.23282 -0.36690
C 0.30240 -0.23360 -0.75248
O -1.10062 -0.38991 -0.24479
N -1.39515 -1.67926 -0.57618
O -2.04305 -2.13010 0.35973
O 1.02323 -1.19625 0.12378
H 5.46588 -2.02035 0.15271
H 5.06078 -1.41786 1.64602
H 2.88638 -0.45901 -2.11633
H 2.21340 -0.85908 1.99440
H 1.91602 1.60514 -0.88329
H -0.01648 1.94276 -0.52727
H 0.46254 -0.29499 -1.91322
O 4.73399 2.46009 0.21476
H 3.98416 2.56331 0.81971
H 5.25271 3.26818 0.34482
O -3.80003 0.44376 -1.55463
H -3.53837 -0.16410 -0.84689
H -2.99074 0.94048 -1.74776
O 3.98825 -4.40598 3.15487
H 4.31580 -5.25781 2.82937
H 3.99585 -3.83701 2.37053
O -2.76117 -1.89198 -2.80019
H -2.91643 -0.93570 -2.81723
H -3.62250 -2.27313 -3.02781
O -2.99600 -1.71748 3.67436
H -3.87035 -1.47389 3.33517
H -2.43375 -1.72944 2.88524
O -5.32734 2.52646 -3.43450
H -5.06567 1.91860 -2.72676
H -4.51804 3.02318 -3.62764
O -2.03906 0.67671 -3.85000
H -1.71150 -0.17511 -4.17551
H -2.03145 1.24569 -4.63435
O 3.43498 0.58789 3.57505
H 3.34214 0.81723 4.51188
H 2.74088 1.10370 3.13783
O -5.55935 -2.38068 5.57059
H -5.46931 -3.24729 5.99453
H -4.65334 -2.14892 5.31678
O -4.54457 -3.92689 -1.55781
H -3.79126 -3.51459 -1.10906
H -4.44223 -4.87147 -1.36729
O -3.12656 4.18083 -5.09167
H -3.31985 3.81123 -5.96625
H -3.63166 5.00750 -5.06999
O -3.09137 1.42128 3.12614
H -3.00133 0.55466 3.55008
H -2.18536 1.65303 2.87234
O 1.40296 -5.72206 2.13298
H 1.31012 -5.49272 3.06981
H 0.70886 -5.20625 1.69577
O 5.41172 3.83275 -2.59769
H 5.24897 3.53858 -1.68894
H 5.36125 3.01816 -3.12007
O -3.33794 7.07995 -6.14185
H -3.16496 8.01760 -6.31437
H -3.57517 6.72194 -7.01049
O 4.21768 4.78368 1.50896
H 3.46785 4.88690 2.11390
H 4.73640 5.59177 1.63901
O 6.91768 0.91096 -1.00013
H 6.16785 1.01417 -0.39519
H 7.43640 1.71904 -0.87008
O -1.27161 -6.16136 1.81866
H -0.59982 -6.81831 1.58206
H -1.90663 -6.65877 2.35561
O 6.42893 2.02314 -4.76127
H 6.75648 1.17131 -5.08678
H 6.43653 2.59211 -5.54561
O -2.49969 0.62659 6.10393
H -2.61803 -0.20184 5.61551
H -3.16034 1.22181 5.71890
O -7.57742 1.75875 -5.69590
H -7.21354 0.87823 -5.87236
H -6.98710 2.12497 -5.02033
O 3.51086 0.59687 -3.79987
H 3.83842 -0.25496 -4.12538
H 3.51846 1.16584 -4.58421
O -2.30038 -6.81904 4.31732
H -3.05022 -6.71582 4.92227
H -1.78166 -6.01096 4.44738
O 0.36145 1.54819 6.10250
H 0.20618 2.50446 6.08545
H -0.49989 1.16704 5.87488
O 0.04400 3.70669 -1.82200
H 0.21698 4.64433 -1.99452
H -0.19323 3.34868 -2.69064
O -0.31511 -4.02268 4.19667
H -0.40795 -3.79334 5.13349
H -1.00921 -3.50687 3.75945
*
```

These are the Löwdin partial charges, in e, on atoms 1 to 4: atom 1 (N): -0.2327, atom 2 (P): 0.9360, atom 3 (O): -0.3856, atom 4 (B): -0.9426